# 1
Here is C4H6N2O in the gas phase in a non-equilibrium geometry from OMol25. Energies are from ωB97M-V with the def2-TZVPD basis set.

Last column: natural (NBO) charge in e.
Positions of all 13 atoms, in Å:
C -2.266 0.438 0.076  -0.255
O -1.349 -0.649 0.216  -0.486
C -0.050 -0.342 0.100  0.436
N 0.394 0.889 -0.112  -0.321
N 1.732 0.700 -0.165  -0.379
C 2.128 -0.677 0.171  -0.133
C 0.961 -1.332 0.173  -0.369
H -3.262 -0.002 0.178  0.194
H -2.102 1.193 0.855  0.188
H -2.159 0.915 -0.906  0.188
H 2.330 1.528 -0.104  0.410
H 2.808 -0.274 -0.770  0.286
H 0.835 -2.386 0.288  0.240

frontier orbital gap = 0.368 Eh
multiplicity = 1
LUMO energy = 1.10 eV
SMILES = COc1cc[nH]n1

---

# 2
Here is C5H8O in the gas phase in a non-equilibrium geometry from OMol25. Energies are from ωB97M-V with the def2-TZVPD basis set.

Last column: natural (NBO) charge in e.
Positions of all 14 atoms, in Å:
C -1.222 -0.383 0.443  -0.063
C -0.538 0.822 -0.327  -0.405
C 0.873 1.056 0.146  -0.479
C 1.709 -0.181 -0.060  -0.001
C 2.479 -1.129 -0.079  -0.279
H -2.282 -1.245 -0.974  0.463
H -0.603 -1.272 0.434  0.173
H -1.398 -0.165 1.482  0.173
H -1.166 1.741 -0.246  0.216
H -0.485 0.511 -1.370  0.197
H 1.311 1.933 -0.336  0.241
H 0.773 1.125 1.206  0.228
H 3.031 -2.088 -0.194  0.252
O -2.482 -0.725 -0.125  -0.716

frontier orbital gap = 0.400 Eh
multiplicity = 1
LUMO energy = 0.96 eV
SMILES = C#CCCCO

---

# 3
Here is 6 unconnected molecules or ions with the total composition C14H40O6 in a non-equilibrium geometry from OMol25. Energies are from ωB97M-V with the def2-TZVPD basis set.

Last column: natural (NBO) charge in e.
Positions of all 60 atoms, in Å:
C -1.407 5.024 -1.264  -0.638
C -0.987 3.565 -1.446  -0.064
O 0.339 3.295 -0.999  -0.740
H -2.392 5.155 -1.719  0.216
H -0.697 5.725 -1.695  0.204
H -1.582 5.221 -0.204  0.218
H -1.026 3.334 -2.518  0.160
H -1.698 2.928 -0.921  0.172
H 0.928 3.970 -1.346  0.476
C -1.244 -0.694 0.104  -0.637
C 0.017 0.023 0.590  -0.053
O -0.258 1.319 1.089  -0.758
H -1.975 -0.616 0.915  0.210
H -1.028 -1.704 -0.232  0.218
H -1.709 -0.118 -0.699  0.203
H 0.635 0.174 -0.306  0.158
H 0.613 -0.514 1.324  0.180
H -0.477 1.958 0.405  0.494
C -5.332 -2.335 -2.884  -0.621
C -4.120 -2.134 -1.950  -0.067
O -2.968 -2.416 -2.772  -0.742
H -5.347 -3.381 -3.185  0.209
H -5.242 -1.731 -3.786  0.210
H -6.250 -2.042 -2.372  0.204
H -4.144 -2.874 -1.150  0.169
H -4.131 -1.092 -1.632  0.165
H -2.296 -1.781 -2.494  0.475
C 3.350 -4.085 0.608  -0.634
C 2.499 -3.457 1.690  -0.060
O 2.704 -3.935 3.017  -0.716
H 4.398 -3.964 0.899  0.200
H 3.216 -3.551 -0.330  0.215
H 3.100 -5.143 0.522  0.213
H 1.429 -3.627 1.541  0.177
H 2.691 -2.373 1.642  0.147
H 3.580 -3.654 3.310  0.460
C 1.708 3.039 5.290  -0.626
C 0.950 2.069 4.404  0.100
C -0.199 1.394 5.187  -0.626
O 0.376 2.821 3.346  -0.771
H 0.988 3.515 5.957  0.205
H 2.195 3.821 4.707  0.221
H 2.507 2.563 5.861  0.206
H 1.553 1.264 3.965  0.151
H -0.946 2.170 5.359  0.210
H 0.165 0.983 6.134  0.198
H -0.684 0.581 4.647  0.205
H 0.239 2.306 2.526  0.506
C 2.002 -1.702 -2.302  -0.631
C 1.302 -0.459 -2.895  0.093
C 1.711 -0.344 -4.377  -0.634
O -0.114 -0.673 -2.824  -0.740
H 1.784 -1.792 -1.237  0.210
H 3.062 -1.659 -2.550  0.208
H 1.563 -2.592 -2.759  0.206
H 1.594 0.398 -2.292  0.187
H 1.101 -1.023 -4.977  0.199
H 2.747 -0.618 -4.585  0.215
H 1.569 0.672 -4.751  0.217
H -0.359 -1.200 -3.589  0.469

frontier orbital gap = 0.358 Eh
multiplicity = 1
LUMO energy = 0.52 eV
SMILES = CC(C)O.CC(C)O.CCO.CCO.CCO.CCO

---

# 4
Here is 4 unconnected molecules or ions with the total composition C5H17N2O4 in a non-equilibrium geometry from OMol25. Energies are from ωB97M-V with the def2-TZVPD basis set.

Last column: Mulliken spin population.
Positions of all 28 atoms, in Å:
O 2.497 -0.645 0.923  0.003
C 1.887 0.252 0.444  0.010
C 0.444 0.011 -0.210  0.012
C -0.687 0.695 0.588  0.030
C -0.533 2.184 0.407  0.112
C 0.166 3.016 1.276  0.412
N -0.852 2.732 -0.876  0.382
N 0.314 -1.508 0.033  -0.001
H 2.155 1.287 0.468  -0.007
H 0.452 0.454 -1.287  0.001
H -1.722 0.340 0.394  -0.005
H -0.560 0.430 1.621  0.008
H 0.534 2.718 2.267  0.028
H 0.089 4.012 1.055  0.026
H -0.393 3.686 -1.114  -0.014
H -1.670 2.646 -1.238  -0.001
H 0.908 -2.052 -0.545  0.001
H -0.737 -1.838 -0.024  0.000
H 0.482 -1.657 1.150  0.000
H 0.450 -1.706 3.562  0.000
H 1.595 -0.942 2.993  0.000
O 0.675 -1.193 2.837  0.000
H -0.028 -4.240 -1.205  0.000
H -0.523 -3.481 -2.360  0.000
O -0.571 -3.631 -1.519  0.000
H -1.865 0.142 -3.001  0.000
H -0.942 -0.882 -3.678  0.000
O -1.562 -0.830 -2.965  0.000

net charge = +2
frontier orbital gap (alpha / beta) = 0.368 / 0.236 Eh
multiplicity = 2
LUMO energy (alpha / beta) = -7.85 / -11.45 eV
expectation value of S² = 0.768

---

# 5
Here is 2 unconnected molecules or ions with the total composition C4H11PS2 in a non-equilibrium geometry from OMol25. Energies are from ωB97M-V with the def2-TZVPD basis set.

Last column: natural (NBO) charge in e.
Positions of all 18 atoms, in Å:
C -1.354 -2.556 0.712  -0.619
C 0.393 0.436 -1.699  -0.941
C 1.125 2.108 1.295  -0.763
C -1.214 -1.379 -0.274  -0.721
P 0.346 -0.401 -0.057  0.687
S 3.099 3.309 -0.852  -0.046
S -0.406 1.360 0.960  -0.076
H -0.491 -3.152 0.955  0.213
H -1.703 -2.301 1.749  0.214
H -2.111 -3.282 0.328  0.211
H 0.440 -0.400 -2.378  0.222
H -0.460 1.024 -1.740  0.230
H 1.436 0.942 -1.665  0.244
H 1.097 3.071 1.872  0.249
H 1.384 2.346 0.298  0.203
H 1.713 1.336 1.760  0.235
H -2.065 -0.688 -0.021  0.236
H -1.229 -1.774 -1.244  0.226

frontier orbital gap (alpha / beta) = 0.209 / 0.210 Eh
multiplicity = 1
LUMO energy (alpha / beta) = -2.73 / -2.70 eV

---

# 6
Here is 9 unconnected molecules or ions with the total composition C9H36N10O9 in a non-equilibrium geometry from OMol25. Energies are from ωB97M-V with the def2-TZVPD basis set.

Last column: natural (NBO) charge in e.
Positions of all 64 atoms, in Å:
C 19.060 27.073 -10.532  -0.251
O 18.774 27.394 -11.849  -0.727
H 19.303 27.997 -10.006  0.147
H 18.167 26.643 -10.079  0.176
H 20.004 26.574 -10.312  0.189
H 17.821 27.490 -11.912  0.465
C 12.174 24.701 -9.367  -0.244
O 12.064 25.263 -8.108  -0.750
H 12.759 23.790 -9.242  0.178
H 11.143 24.454 -9.618  0.158
H 12.521 25.337 -10.181  0.189
H 12.244 26.204 -8.174  0.478
C 17.970 29.035 -6.330  -0.258
O 19.260 28.531 -6.552  -0.710
H 17.566 29.140 -7.337  0.169
H 17.375 28.314 -5.770  0.162
H 17.831 30.040 -5.933  0.172
H 19.874 29.252 -6.392  0.467
C 15.470 21.524 -12.031  -0.232
O 16.100 22.288 -11.035  -0.758
H 14.484 21.121 -11.797  0.157
H 15.389 22.238 -12.852  0.142
H 16.185 20.728 -12.235  0.180
H 15.720 23.169 -11.065  0.487
C 15.416 26.650 -8.487  0.776
O 15.486 27.573 -9.323  -0.772
N 15.506 26.868 -7.191  -0.823
N 15.270 25.376 -8.783  -0.858
H 15.551 26.039 -6.616  0.399
H 15.706 27.790 -6.829  0.405
H 15.393 25.073 -9.739  0.413
H 15.037 24.638 -8.134  0.432
C 15.267 30.771 -11.537  0.739
O 14.072 30.836 -11.212  -0.690
N 16.210 30.092 -10.992  -0.838
N 15.769 31.481 -12.476  -0.821
H 15.971 29.513 -10.199  0.434
H 17.189 30.134 -11.235  0.385
H 16.756 31.403 -12.672  0.379
H 15.191 32.287 -12.666  0.408
C 18.438 21.791 -7.204  0.738
O 19.250 22.672 -6.980  -0.685
N 17.554 21.982 -8.125  -0.802
N 18.463 20.580 -6.711  -0.828
H 17.421 22.880 -8.568  0.411
H 16.639 21.565 -8.022  0.375
H 17.741 19.922 -6.967  0.384
H 19.215 20.231 -6.135  0.406
C 14.809 23.955 -5.600  0.753
O 15.206 23.693 -6.688  -0.694
N 13.711 24.625 -5.437  -0.834
N 15.394 23.700 -4.471  -0.818
H 13.088 24.871 -6.193  0.433
H 13.320 24.897 -4.547  0.378
H 16.326 23.311 -4.501  0.421
H 14.856 23.825 -3.625  0.392
C 14.910 25.318 -12.301  0.787
O 14.691 24.511 -11.437  -0.709
N 15.161 25.083 -13.600  -0.834
N 15.236 26.554 -12.049  -0.832
H 14.939 25.801 -14.275  0.389
H 15.086 24.132 -13.933  0.397
H 15.436 26.951 -11.142  0.443
H 15.424 27.163 -12.832  0.376

frontier orbital gap = 0.345 Eh
multiplicity = 1
LUMO energy = 0.43 eV
SMILES = NC(N)=O.NC(N)=O.NC(N)=O.NC(N)=O.NC(N)=O.CO.CO.CO.CO

---

# 7
Here is 2 unconnected molecules or ions with the total composition C2H6O2S in a non-equilibrium geometry from OMol25. Energies are from ωB97M-V with the def2-TZVPD basis set.

Last column: Mulliken spin population.
Positions of all 11 atoms, in Å:
C -0.090 1.279 -1.506  -0.046
S 0.661 -0.516 -1.527  0.975
H -0.653 1.541 -0.594  0.010
H 0.470 2.185 -1.945  0.044
H -0.882 1.138 -2.282  0.022
H 0.386 -0.852 -2.767  -0.014
O 0.284 -1.167 3.699  0.006
C -0.110 -1.073 2.559  -0.004
O 0.624 -0.278 1.606  0.008
H -0.745 -1.846 2.031  0.000
H 0.056 -0.412 0.725  -0.001

net charge = +1
frontier orbital gap (alpha / beta) = 0.330 / 0.150 Eh
multiplicity = 2
LUMO energy (alpha / beta) = -5.32 / -10.18 eV
expectation value of S² = 0.753

---

# 8
Here is 2 unconnected molecules or ions with the total composition C4H12 in a non-equilibrium geometry from OMol25. Energies are from ωB97M-V with the def2-TZVPD basis set.

Last column: natural (NBO) charge in e.
Positions of all 16 atoms, in Å:
C 1.017 0.227 1.343  -0.616
C 1.771 0.310 2.641  -0.614
H 0.356 1.108 1.208  0.206
H 1.610 0.072 0.434  0.210
H 0.394 -0.672 1.360  0.204
H 2.633 -0.353 2.754  0.206
H 2.209 1.295 2.818  0.201
H 1.163 0.175 3.540  0.205
C -1.324 0.475 -1.814  -0.601
C -1.464 -1.010 -2.157  -0.617
H -0.641 0.990 -2.482  0.200
H -2.305 0.970 -1.961  0.204
H -0.974 0.646 -0.797  0.201
H -2.312 -1.367 -1.563  0.203
H -0.654 -1.731 -2.199  0.212
H -1.763 -0.990 -3.222  0.199

frontier orbital gap = 0.466 Eh
multiplicity = 1
LUMO energy = 1.12 eV
SMILES = CC.CC

---

How do the records compare in E? In the order shown, they have -340.6409 -270.4632 -1008.7713 -610.4257 -1296.5876 -1589.2827 -628.0487 -159.5713 Eh.
How do the records compare in relative energy (zero: lowest compared OMol25 entry of this formula, charge and spin)? In the order shown, they have 4.192 2.576 2.039 1.704 4.149 2.984 2.152 0.371 eV.